[1]
{"formula": "C5H9Cl", "method": "the ωB97M-V functional and the def2-TZVPD basis", "largest_force_ha_per_bohr": 0.0758, "gap_ev": 10.00, "e_above_lowest_kcal_mol": 21.2, "lumo_ev": 0.92, "total_energy_ha": -656.0641, "spin_multiplicity": 1, "smiles": "C/C=C(\\C)CCl", "species": ["H", "H", "H", "Cl", "H", "H", "H", "C", "C", "H", "H", "C", "C", "H", "C"], "positions_angstrom": [[-0.746, 2.862, 1.106], [-2.022, 0.232, -0.234], [0.685, 3.065, 2.338], [0.247, -1.256, -1.938], [-1.891, -1.208, 0.797], [1.818, -0.684, -0.203], [-0.733, 1.990, 2.593], [-0.071, 0.063, 0.552], [0.602, 1.185, 1.051], [1.686, 1.138, 1.074], [-1.869, 0.525, 1.471], [-0.027, 2.365, 1.794], [-1.519, -0.088, 0.682], [0.592, -2.011, 0.295], [0.730, -0.951, -0.129]]}


[2]
{"formula": "C5H9Cl11", "method": "the ωB97M-V functional and the def2-TZVPD basis", "largest_force_ha_per_bohr": 0.0248, "gap_ev": 11.23, "e_above_lowest_kcal_mol": 3.2, "lumo_ev": 0.37, "total_energy_ha": -5257.9905, "spin_multiplicity": 1, "smiles": "ClC(Cl)Cl.ClCCl.ClCCl.ClCCl.ClCCl", "species": ["H", "H", "Cl", "Cl", "H", "H", "H", "Cl", "Cl", "C", "Cl", "C", "Cl", "Cl", "Cl", "C", "Cl", "C", "Cl", "H", "Cl", "C", "H", "H", "H"], "positions_angstrom": [[-17.317, 17.268, 13.891], [-25.970, 18.018, 13.717], [-23.692, 18.549, 14.029], [-21.923, 18.184, 9.898], [-24.870, 16.849, 12.857], [-21.642, 16.514, 14.833], [-21.196, 15.999, 9.955], [-15.506, 18.833, 18.571], [-21.048, 16.770, 12.209], [-16.371, 17.392, 17.956], [-15.289, 16.547, 16.853], [-25.087, 17.891, 13.091], [-17.474, 16.564, 11.761], [-22.035, 17.822, 16.836], [-19.443, 16.991, 15.627], [-16.693, 17.447, 13.016], [-15.018, 16.789, 13.283], [-21.184, 16.587, 15.819], [-25.257, 18.817, 11.525], [-16.604, 16.726, 18.787], [-21.366, 15.029, 16.648], [-20.832, 16.905, 10.439], [-19.776, 17.138, 10.297], [-16.638, 18.509, 12.777], [-17.219, 17.796, 17.403]]}


[3]
{"formula": "C5H9Cl2", "method": "the ωB97M-V functional and the def2-TZVPD basis", "largest_force_ha_per_bohr": 0.0653, "s2": 0.754, "gap_ev": [9.30, 10.35], "e_above_lowest_kcal_mol": 10.6, "lumo_ev": [0.61, -0.21], "total_energy_ha": -1116.2241, "spin_multiplicity": 2, "species": ["H", "Cl", "H", "H", "H", "H", "Cl", "C", "C", "H", "H", "C", "C", "H", "C", "H"], "positions_angstrom": [[-3.247, 2.769, -2.863], [-2.218, -0.885, 2.509], [-2.230, -0.169, 1.458], [-1.261, -0.409, -1.561], [-1.809, 3.837, -1.337], [-3.627, 0.153, -1.316], [0.058, 2.342, -2.848], [-3.100, 0.726, -2.132], [-3.303, 2.281, -1.894], [-2.332, 2.828, -0.001], [-0.332, 1.592, -0.575], [-0.962, 1.761, -1.467], [-2.095, 2.799, -1.101], [-3.488, 0.394, -3.122], [-1.594, 0.479, -2.041], [-4.260, 2.536, -1.411]]}